(1)
Molecular formula: C32H40NOSi
Method: DFT, wB97M-V/def2-TZVPD

Computed properties:
* molecular weight: 482.76 g/mol
* highest occupied orbital energy: -10.263 eV
* energy relative to the best compared isomer or geometry (same formula, charge and spin): 0.000 eV
* gap between HOMO and LUMO: 4.6 eV
* largest force on an atom: 0.0261 Eh/bohr

```
! RIJCOSX wB97M-V def2-TZVPD def2/J DEFGRID3
* xyz 1 1
C 7.18527 -5.94350 1.69826
C 6.31870 -6.58838 0.80969
C 5.51905 -5.86339 -0.07552
C 5.62285 -4.47040 -0.06965
O 4.77231 -3.69394 -0.87479
C 3.44449 -3.55629 -0.47108
C 3.06507 -2.47783 0.34793
C 1.74075 -2.36935 0.73143
C 0.73428 -3.27265 0.26908
C -0.60520 -3.14497 0.75855
C -1.62307 -4.13996 0.75572
C -2.97400 -3.77890 1.09304
C -4.00635 -4.70376 1.01473
C -3.74018 -6.01905 0.58286
C -2.41601 -6.42193 0.32699
C -1.36720 -5.52610 0.49753
C 1.16073 -4.25449 -0.67273
C 2.50426 -4.47945 -0.93590
C 6.51527 -3.80182 0.76831
C 7.26557 -4.54753 1.67594
H 7.79346 -6.52186 2.39216
H 6.26260 -7.67782 0.79575
H 4.82489 -6.35102 -0.76240
H 3.82527 -1.76827 0.68818
H 1.46343 -1.56370 1.41333
H -0.86036 -2.22404 1.28962
H -3.18319 -2.75198 1.40255
H -5.03056 -4.41315 1.26574
H -4.55735 -6.72990 0.44976
H -2.21339 -7.44241 -0.01368
H -0.33526 -5.86822 0.42958
H 0.40829 -4.85657 -1.19233
H 2.84469 -5.35095 -1.50826
H 6.57906 -2.71484 0.71455
H 7.93088 -4.02405 2.36347
C -3.46247 6.48752 -0.09678
C -3.20206 5.21185 -0.91569
C -4.49255 4.41249 -1.03636
Si -1.64220 4.20707 -0.47096
C -0.51096 4.19533 -2.00776
C -0.99756 5.05144 -3.18691
C -0.11521 2.81014 -2.52178
C -0.81175 5.09662 0.99132
C 0.55356 5.70633 0.65566
C -0.77043 4.29693 2.29611
N -1.84185 2.45197 0.02410
C -0.78470 1.57865 0.31491
C -1.26649 0.28249 0.46610
C -2.68120 0.35432 0.32967
C -2.99887 1.67911 0.05215
H -4.31605 7.02804 -0.52789
H -3.71329 6.25524 0.94542
H -2.61032 7.17554 -0.11374
H -2.94717 5.54944 -1.92960
H -5.27656 5.05922 -1.45477
H -4.38776 3.55013 -1.70180
H -4.83810 4.06806 -0.05510
H 0.39360 4.67408 -1.60407
H -0.23800 5.03864 -3.98018
H -1.92479 4.64976 -3.61932
H -1.15637 6.09938 -2.90619
H 0.55543 2.93890 -3.38339
H 0.42159 2.22165 -1.77303
H -0.98929 2.24350 -2.86558
H -1.50737 5.93247 1.15548
H 0.90612 6.30380 1.50874
H 1.30874 4.93342 0.45619
H 0.49820 6.37641 -0.21209
H -0.38651 4.94690 3.09571
H -1.76900 3.96219 2.59837
H -0.10769 3.42585 2.22575
H 0.23672 1.94013 0.34862
H -0.64018 -0.57650 0.65776
H -3.39660 -0.44955 0.40745
H -3.95963 2.14351 -0.12491
*
```

(2)
Molecular formula: C32H41AuN4O2
Method: DFT, wB97M-V/def2-TZVPD

Computed properties:
* molecular weight: 710.67 g/mol
* highest occupied orbital energy: -7.705 eV
* gap between HOMO and LUMO: 6.8 eV
* largest force on an atom: 0.0108 Eh/bohr

```
! RIJCOSX wB97M-V def2-TZVPD def2/J DEFGRID3
* xyz 0 1
Au 1.33027 -0.13749 0.31794
O 3.02782 1.18515 1.26506
N 2.91548 2.42399 1.07989
N 1.94204 2.78190 0.32977
O 1.08848 1.94797 -0.22313
C 1.70213 4.17774 0.13654
C 2.66916 5.12206 0.46198
C 2.38956 6.46447 0.26886
C 1.16252 6.86652 -0.24411
C 0.20902 5.91217 -0.56330
C 0.47299 4.56295 -0.37633
H 3.62146 4.80149 0.85767
H 3.14120 7.20222 0.51817
H 0.95382 7.91791 -0.39323
H -0.75278 6.21422 -0.95880
H -0.26090 3.80385 -0.60520
C -1.18374 1.98581 -3.29669
C -1.54989 0.99121 -2.19841
C -2.35489 -0.17341 -2.78630
C -2.27933 1.62984 -1.03043
C -3.05818 2.76694 -1.17999
C -3.69689 3.33789 -0.08905
C -3.52641 2.78876 1.16759
C -2.76319 1.64145 1.37560
C -2.52813 1.19727 2.81260
C -1.05238 0.96576 3.15869
C -3.43801 0.03319 3.25514
C -2.18915 1.03993 0.24401
N -1.37730 -0.10231 0.30952
C -1.73128 -1.27532 0.57943
C -0.70274 -2.33272 0.46532
N 0.53119 -2.07700 0.29596
C 1.38985 -3.18648 -0.01369
C 2.20032 -3.77104 0.96824
C 2.90884 -4.91043 0.59551
C 2.85418 -5.42610 -0.68782
C 2.08829 -4.79211 -1.64802
C 1.34319 -3.66133 -1.33210
C 0.57839 -2.93685 -2.42923
C -0.53294 -3.80980 -3.01598
C 1.53303 -2.45507 -3.52467
C 2.40899 -3.27038 2.39306
C 1.15318 -2.87363 3.17164
C 3.45908 -2.15626 2.43763
H -0.48594 1.52303 -3.99629
H -0.70039 2.87112 -2.88288
H -2.06109 2.29869 -3.86852
H -0.61492 0.59072 -1.79567
H -3.31054 0.18132 -3.18001
H -2.56584 -0.94066 -2.03865
H -1.80489 -0.64085 -3.60736
H -3.15353 3.22615 -2.15543
H -4.29697 4.23005 -0.21395
H -3.97362 3.27517 2.02730
H -2.82359 2.06467 3.40672
H -0.62838 0.09472 2.66436
H -0.95090 0.81524 4.23538
H -0.44752 1.82925 2.87671
H -3.72926 -0.60188 2.42025
H -4.36138 0.40404 3.70086
H -2.93835 -0.59221 3.99809
H -2.75316 -1.58791 0.80319
H -1.03637 -3.37052 0.47558
H 3.52471 -5.40148 1.34001
H 3.41648 -6.31640 -0.93808
H 2.06829 -5.17821 -2.66009
H 0.11308 -2.04644 -2.00668
H -0.12084 -4.69200 -3.51060
H -1.10769 -3.24818 -3.75506
H -1.21912 -4.15755 -2.24015
H 2.02597 -3.29366 -4.02038
H 2.30469 -1.80498 -3.10966
H 0.98233 -1.89498 -4.28311
H 2.83598 -4.12963 2.91756
H 0.72804 -1.93960 2.80790
H 1.42088 -2.71793 4.21831
H 0.38635 -3.65151 3.13299
H 3.14420 -1.27737 1.87457
H 4.40927 -2.49765 2.02503
H 3.62766 -1.83750 3.46843
*
```

(3)
Molecular formula: C32H41DyN3O
Method: DFT, wB97M-V/def2-TZVPD

Computed properties:
* molecular weight: 646.20 g/mol
* highest occupied orbital energy (alpha / beta): -2.196 / -2.323 eV
* gap between HOMO and LUMO (alpha / beta): 4.6 / 4.7 eV
* largest force on an atom: 0.0774 Eh/bohr

```
! RIJCOSX wB97M-V def2-TZVPD def2/J DEFGRID3
* xyz -1 6
Dy 0.22890 0.46192 -0.35929
N 2.48851 4.93649 -1.40988
N -1.69134 0.25288 -2.24122
C 0.39641 -0.28098 2.08845
C 0.01517 1.09689 2.16295
C 1.20641 1.90979 2.09063
C 1.29381 3.29944 2.30111
H 0.43168 3.80578 2.73760
H 1.35312 4.21808 0.81402
H 2.28553 3.69420 2.52888
C 2.28319 1.01711 1.74822
C 3.68009 1.45550 1.54228
H 4.21690 1.63539 2.48971
H 3.71409 2.38641 0.95727
H 4.25548 0.69288 0.99855
C 1.80767 -0.31756 1.79421
C 2.69301 -1.50920 1.84170
H 3.31382 -1.58316 0.93838
H 2.12326 -2.43793 1.94051
H 3.37368 -1.45043 2.70767
C -1.33090 1.64461 2.43901
H -1.51106 1.79195 3.51675
H -2.11764 0.97321 2.06159
H -1.45805 2.62199 1.95339
C -0.46104 -1.43316 2.48236
H -0.12980 -2.36633 2.00693
H -1.51302 -1.26986 2.21011
H -0.43282 -1.58539 3.57528
C 3.23874 4.90721 -2.49730
H 4.16175 5.44736 -2.48717
C 2.89498 4.17927 -3.63896
H 3.52793 4.24644 -4.49552
C 1.69038 3.48521 -3.62865
H 1.39389 2.92975 -4.52462
C 0.88369 3.51501 -2.49770
H 0.06383 2.80743 -2.40032
C 1.33766 4.23135 -1.33145
C 0.70705 4.08391 -0.09047
H -0.27986 3.64219 0.03944
C -1.81995 -0.86804 -1.51538
C -2.83229 1.02842 -1.93916
H -2.97386 2.04180 -2.31059
C -3.71089 0.26006 -1.23228
H -4.67020 0.38742 -0.78452
N -2.99162 -0.89232 -0.87065
C -3.30440 -1.94511 0.02790
C -4.33112 -1.89988 0.99478
C -4.56366 -3.05900 1.73623
H -5.37293 -3.06599 2.47709
C -3.75805 -4.19145 1.61878
C -4.06905 -5.44608 2.40335
H -3.13917 -5.98680 2.64875
H -4.69763 -6.12535 1.79512
H -4.61283 -5.22157 3.33934
C -2.68181 -4.18076 0.73921
H -2.01241 -5.03934 0.71545
C -2.46350 -3.08115 -0.09142
C -1.29917 -3.10584 -0.97222
H -1.39575 -2.13217 -1.73880
H -1.16590 -4.07453 -1.47841
H -0.38628 -2.94260 -0.38530
C -5.12013 -0.68731 1.34658
H -5.70702 -0.30457 0.51703
H -4.47019 0.09173 1.74731
H -5.84360 -0.93073 2.12516
C 3.11424 -1.32453 -3.02125
C 3.83868 0.01960 -2.94888
C 3.36889 0.67103 -1.66321
O 2.07704 0.04976 -1.35299
C 1.86496 -1.17438 -2.14850
H 2.83317 -1.58044 -4.04793
H 3.74290 -2.13261 -2.61796
H 3.55650 0.66894 -3.78776
H 4.92088 -0.12551 -2.92854
H 4.04029 0.44337 -0.83424
H 3.19860 1.75058 -1.71882
H 0.96639 -1.02418 -2.76326
H 1.73577 -2.00610 -1.44446
*
```

(4)
Molecular formula: C32H41F2O4
Method: DFT, wB97M-V/def2-TZVPD

Computed properties:
* SMILES: CCOC(=O)[C@@]1([C@@H](c2cc(F)cc(F)c2)c2cc(C(C)(C)C)c([O-])c(C(C)(C)C)c2)CCCCCCC1=O
* molecular weight: 527.67 g/mol
* highest occupied orbital energy: -3.295 eV
* gap between HOMO and LUMO: 5.7 eV
* largest force on an atom: 0.0682 Eh/bohr

```
! RIJCOSX wB97M-V def2-TZVPD def2/J DEFGRID3
* xyz -1 1
C -5.81155 1.10929 -3.02398
C -4.72784 0.17389 -2.50788
O -3.89238 0.95400 -1.61081
C -2.82051 0.24617 -1.23020
O -2.69708 -0.93352 -1.59988
C -1.73937 1.01811 -0.36721
C -0.10591 0.81034 -1.25044
C 0.58952 1.98260 -1.82446
C 1.99247 1.96112 -2.12651
C 2.71640 3.10960 -2.44566
F 4.08748 2.99703 -2.63412
C 2.08933 4.34033 -2.61775
C 0.68984 4.34028 -2.47402
F 0.05168 5.54026 -2.63918
C -0.06780 3.18770 -2.20504
C 0.84101 -0.17179 -0.62906
C 0.43443 -1.51512 -0.63355
C 1.08844 -2.52062 0.03096
C 0.48659 -3.93023 0.16652
C 1.43304 -4.97058 -0.44450
C -0.88040 -4.03774 -0.51807
C 0.29791 -4.25377 1.65435
C 2.36088 -2.20920 0.69665
O 2.95159 -3.06673 1.41835
C 2.94122 -0.88431 0.49083
C 4.38870 -0.60616 0.95469
C 4.48823 -0.82974 2.47260
C 4.79366 0.84118 0.65660
C 5.38911 -1.56044 0.28530
C 2.12572 0.09212 -0.06742
C -2.25236 2.43541 -0.06030
C -3.61559 2.57035 0.72825
C -3.75261 1.90180 2.09538
C -2.62176 2.10181 3.14421
C -1.75160 0.84449 3.29209
C -0.85308 0.63601 2.06910
C -1.64440 0.11904 0.85781
O -2.15483 -1.01094 0.97569
H -6.56329 0.53827 -3.58730
H -6.33236 1.64109 -2.21555
H -5.36016 1.85688 -3.70192
H -5.15172 -0.69945 -1.96152
H -4.08298 -0.21373 -3.31680
H -0.74374 0.26528 -2.07793
H 2.54444 1.01448 -2.07071
H 2.65222 5.21967 -2.92051
H -1.15854 3.24454 -2.28546
H -0.51340 -1.73144 -1.14767
H 2.40928 -4.93448 0.05005
H 1.00941 -5.97634 -0.32991
H 1.57586 -4.76882 -1.51261
H -1.56515 -3.27126 -0.13180
H -0.77225 -3.92809 -1.60468
H -1.30506 -5.03372 -0.31054
H -0.37314 -3.51026 2.09989
H -0.13211 -5.25618 1.77532
H 1.26446 -4.20765 2.16510
H 4.21297 -1.86257 2.70543
H 5.51617 -0.63521 2.81666
H 3.79747 -0.15210 2.98943
H 4.75451 1.04784 -0.42517
H 4.12657 1.53311 1.19794
H 5.81904 1.02358 1.00405
H 5.33067 -1.49154 -0.80574
H 6.41132 -1.29705 0.59657
H 5.19086 -2.59318 0.58327
H 2.50848 1.10910 -0.06014
H -1.41074 3.03886 0.35418
H -2.51477 2.88866 -1.03899
H -4.40945 2.09069 0.10034
H -3.91329 3.66956 0.80267
H -3.90748 0.81169 1.95029
H -4.68852 2.29403 2.54427
H -3.11456 2.27799 4.11800
H -1.99699 2.98043 2.90161
H -2.39357 -0.04616 3.40685
H -1.12308 0.91507 4.19330
H -0.16327 -0.20049 2.28251
H -0.28228 1.53686 1.78789
*
```

(5)
Molecular formula: C32H41F7N2O25
Method: DFT, wB97M-V/def2-TZVPD

Computed properties:
* SMILES: C=CCOC(=O)N(CCOC(C)=O)NCCC.O=C1OC[C@@H](F)O1.O=C1OC[C@@H](F)O1.O=C1OC[C@@H](F)O1.O=C1OC[C@@H](F)O1.O=C1OC[C@@H](F)O1.O=C1OC[C@@H](F)O1.O=C1OC[C@@H](F)O1
* molecular weight: 986.65 g/mol
* highest occupied orbital energy: -8.539 eV
* energy relative to the best compared isomer or geometry (same formula, charge and spin): 3.918 eV
* gap between HOMO and LUMO: 8.9 eV
* largest force on an atom: 0.0713 Eh/bohr

```
! RIJCOSX wB97M-V def2-TZVPD def2/J DEFGRID3
* xyz 0 1
C 4.13214 -1.39067 -0.48995
C 4.23040 0.02429 -0.35046
C 4.45655 0.81668 -1.74089
O 3.40074 0.54294 -2.71825
C 2.11482 0.74409 -2.10825
O 1.48707 -0.27378 -1.79172
N 1.71987 2.13293 -1.87952
C 0.55382 2.56040 -2.67790
C -0.78714 1.72622 -2.46123
O -1.08270 1.39006 -1.08089
C -2.30023 2.00882 -0.64785
C -3.57066 1.09231 -0.36436
O -2.29508 3.24042 -0.47958
N 1.64109 2.48504 -0.52623
C 2.81900 3.28890 -0.08964
C 2.45498 4.57677 0.79496
C 0.94602 4.63447 1.31183
H 3.51649 -1.84958 -1.33676
H 4.63643 -2.11056 0.22008
H 4.11317 0.53152 0.65316
H 5.42092 0.36958 -2.17143
H 4.66436 1.92161 -1.59030
H 0.84165 2.43423 -3.78504
H 0.30320 3.66718 -2.55748
H -0.81742 0.77537 -3.10602
H -1.66819 2.36056 -2.84232
H -4.09874 0.81783 -1.33858
H -4.29302 1.73993 0.23686
H -3.32483 0.12076 0.16793
H 1.53890 1.61726 0.02237
H 3.61564 2.66226 0.44478
H 3.33083 3.65851 -1.04976
H 2.77056 5.50165 0.19684
H 3.13501 4.56089 1.71303
H 0.17297 4.33158 0.52960
H 0.83419 4.01971 2.27195
H 0.69719 5.72515 1.57937
O 4.72230 -6.10764 -2.57809
C 4.22675 -5.22400 -3.20911
O 3.85404 -4.02463 -2.68281
C 3.43626 -3.21054 -3.77512
C 3.06516 -4.22897 -4.80604
F 3.30223 -3.76506 -6.05622
O 3.95685 -5.29410 -4.54345
H 4.26573 -2.57289 -4.09181
H 2.59474 -2.57575 -3.49327
H 2.03415 -4.58713 -4.73389
O -5.35575 5.03320 4.31199
C -5.25319 4.94354 3.12639
O -4.12263 5.24500 2.43136
C -4.36514 4.87929 1.07678
C -5.85855 4.91618 0.99888
F -6.32450 3.99805 0.11531
O -6.25775 4.53240 2.29973
H -3.95805 3.88368 0.89140
H -3.89423 5.58284 0.38991
H -6.27371 5.90012 0.76249
O -5.79295 -1.06969 -0.35961
C -6.49636 -0.88964 0.58870
O -7.75855 -0.38526 0.51916
C -8.29923 -0.45235 1.83345
C -7.06796 -0.47367 2.68305
F -7.26775 -1.19340 3.81310
O -6.13062 -1.15574 1.87360
H -8.89647 -1.36278 1.93488
H -8.93458 0.40923 2.04151
H -6.68032 0.51656 2.93915
O 0.25892 -0.74613 5.32621
C 0.57736 -0.97907 4.19978
O -0.20057 -0.71256 3.11412
C 0.58426 -1.00942 1.96442
C 1.58568 -1.98097 2.50540
F 2.76861 -1.87101 1.85773
O 1.76121 -1.55207 3.84174
H 1.04700 -0.09110 1.59309
H -0.02775 -1.43933 1.17073
H 1.25341 -3.02302 2.49481
O 4.31611 -1.22257 -6.44139
C 4.64322 -1.45688 -7.56685
O 3.87043 -1.19491 -8.65759
C 4.66386 -1.48899 -9.80005
C 5.66706 -2.45521 -9.25193
F 6.85560 -2.34064 -9.89270
O 5.83146 -2.02415 -7.91608
H 5.12430 -0.56860 -10.16945
H 4.05900 -1.92301 -10.59698
H 5.34001 -3.49874 -9.26347
O 3.42790 1.37015 2.64099
C 4.17675 1.09081 3.52995
O 3.81058 1.00959 4.83669
C 4.94169 0.52541 5.54916
C 6.07323 0.90967 4.64870
F 7.08834 0.01717 4.73218
O 5.50001 0.82227 3.35910
H 4.85423 -0.55684 5.67743
H 5.01497 0.99036 6.53278
H 6.45601 1.92095 4.81278
O -8.48155 -4.48969 3.06609
C -7.69842 -4.75674 3.92647
O -8.01560 -4.84532 5.24811
C -6.85039 -5.30963 5.91767
C -5.75918 -4.90531 4.97656
F -4.72593 -5.78071 5.02262
O -6.37652 -5.00233 3.70872
H -6.91369 -6.39340 6.04794
H -6.74914 -4.84373 6.89846
H -5.38840 -3.88757 5.12759
*
```

Q: The lowest molecular weight belongs to which entry?
A: C32H40NOSi

Q: The highest molecular weight belongs to which entry?
A: C32H41F7N2O25

Q: What is the formula in the first record?
A: C32H40NOSi